Formula: C21H26N2O2S
Source: the Open Molecules 2025 dataset
Level of theory: wB97M-V/def2-TZVPD

Each atom is followed by the atoms it is bonded to, with distances in Å.
Positions of all 52 atoms, in Å:
1 S -2.762 0.765 1.283  C11 1.736, C18 1.739
2 O 5.036 1.131 0.447  C21 1.405, C26 1.372
3 O -0.810 2.467 -1.544  C16 1.222
4 N 0.232 1.342 0.111  C13 1.449, C16 1.356, C25 1.441
5 N 2.658 -0.097 0.030  C6 1.443, C7 1.397, C8 1.450
6 C 1.411 -0.792 0.244  N5 1.443, C25 1.537, H28 1.104, H46 1.091
7 C 3.835 -0.838 -0.091  N5 1.397, C10 1.391, C26 1.414
8 C 2.469 1.058 -0.826  N5 1.450, C13 1.527, H27 1.103, H37 1.087
9 C 6.219 -2.302 -0.198  C15 1.388, C24 1.378, H44 1.079
10 C 3.835 -2.202 -0.363  C7 1.391, C24 1.385, H48 1.079
11 C -4.281 0.186 0.671  S1 1.736, C12 1.494, C22 1.365
12 C -5.343 -0.217 1.642  C11 1.494, C17 1.537, H29 1.093, H40 1.096
13 C 1.484 2.018 -0.162  N4 1.449, C8 1.527, H31 1.094, H43 1.091
14 C -5.727 -1.793 -1.323  C19 1.533, C23 1.534, H34 1.092, H42 1.092
15 C 6.249 -0.942 0.076  C9 1.388, C26 1.384, H47 1.078
16 C -0.854 1.643 -0.643  O3 1.222, N4 1.356, C18 1.478
17 C -6.326 -1.268 1.103  C12 1.537, C19 1.530, H36 1.092, H41 1.090
18 C -2.140 0.987 -0.326  S1 1.739, C16 1.478, C20 1.364
19 C -5.665 -2.255 0.138  C14 1.533, C17 1.530, H32 1.092, H50 1.092
20 C -3.082 0.643 -1.250  C18 1.364, C22 1.414, H39 1.076
21 C 6.238 1.791 0.750  O2 1.405, H35 1.089, H49 1.095, H52 1.095
22 C -4.293 0.172 -0.693  C11 1.365, C20 1.414, C23 1.496
23 C -5.462 -0.293 -1.503  C14 1.534, C22 1.496, H30 1.091, H33 1.092
24 C 5.011 -2.932 -0.410  C9 1.378, C10 1.385, H38 1.080
25 C 0.415 0.163 0.919  N4 1.441, C6 1.537, H45 1.088, H51 1.095
26 C 5.079 -0.206 0.143  O2 1.372, C7 1.414, C15 1.384
27 H 2.066 0.752 -1.806  C8 1.103
28 H 0.968 -1.151 -0.702  C6 1.104
29 H -4.845 -0.613 2.531  C12 1.093
30 H -5.276 -0.085 -2.558  C23 1.091
31 H 1.902 2.369 0.786  C13 1.094
32 H -4.625 -2.398 0.435  C19 1.092
33 H -6.347 0.274 -1.207  C23 1.092
34 H -6.714 -2.017 -1.733  C14 1.092
35 H 5.957 2.817 0.987  C21 1.089
36 H -6.734 -1.810 1.959  C17 1.092
37 H 3.422 1.559 -0.977  C8 1.087
38 H 4.975 -3.990 -0.624  C24 1.080
39 H -2.903 0.724 -2.307  C20 1.076
40 H -5.898 0.672 1.961  C12 1.096
41 H -7.165 -0.783 0.604  C17 1.090
42 H -4.995 -2.362 -1.899  C14 1.092
43 H 1.274 2.865 -0.816  C13 1.091
44 H 7.144 -2.857 -0.238  C9 1.079
45 H -0.531 -0.354 1.070  C25 1.088
46 H 1.580 -1.644 0.905  C6 1.091
47 H 7.202 -0.469 0.251  C15 1.078
48 H 2.901 -2.706 -0.554  C10 1.079
49 H 6.738 1.345 1.616  C21 1.095
50 H -6.158 -3.226 0.209  C19 1.092
51 H 0.815 0.466 1.892  C25 1.095
52 H 6.926 1.796 -0.103  C21 1.095

- SMILES string = COc1ccccc1N1CCN(C(=O)c2cc3c(s2)CCCCC3)CC1
- gap between HOMO and LUMO (eV) = 8.398
- highest occupied orbital energy (Ha) = -0.285
- energy above the lowest of the compared OMol25 structures with the same formula, charge and spin (eV) = 1.663
- total charge = 0

Results of the Mulliken charge analysis, in e, for atoms 1 through 5: number 1, S, carries -0.193; number 2, O, carries -0.398; number 3, O, carries -0.664; number 4, N, carries 0.088; number 5, N, carries 0.434

Formula: C21H26N2O3S
Source: the Open Molecules 2025 dataset
Level of theory: wB97M-V/def2-TZVPD

Each atom is followed by the atoms it is bonded to, with distances in Å.
Positions of all 53 atoms, in Å:
1 S 2.031 0.860 -1.756  O2 1.431, O4 1.433, N6 1.673, C8 1.787
2 O 1.805 -0.228 -2.658  S1 1.431
3 O -0.891 2.478 1.956  C24 1.213
4 O 2.089 2.190 -2.286  S1 1.433
5 N -1.741 1.686 0.014  C18 1.447, C24 1.342, H49 1.009
6 N 0.820 0.856 -0.601  S1 1.673, C16 1.445, C19 1.416
7 C 4.222 1.573 -0.266  C8 1.381, C25 1.386, H35 1.079
8 C 3.489 0.522 -0.781  S1 1.787, C7 1.381, C23 1.381
9 C 0.285 -2.075 1.625  C15 1.391, C17 1.381, H40 1.081
10 C 5.590 -0.013 0.903  C20 1.387, C25 1.387, H39 1.080
11 C -0.232 -1.246 -0.932  C13 1.385, C19 1.392, H29 1.079
12 C -1.390 -3.398 -1.497  C13 1.498, H31 1.090, H48 1.088, H50 1.087
13 C -0.651 -2.509 -0.545  C11 1.385, C12 1.498, C17 1.389
14 C -4.110 1.998 -0.559  C18 1.542, C22 1.535, H33 1.090, H41 1.088
15 C 0.738 -0.817 1.241  C9 1.391, C19 1.399, C26 1.499
16 C 0.625 2.088 0.128  N6 1.445, C24 1.531, H38 1.094, H44 1.096
17 C -0.395 -2.910 0.760  C9 1.381, C13 1.389, H34 1.080
18 C -3.095 1.470 0.475  N5 1.447, C14 1.542, C21 1.538, H43 1.092
19 C 0.451 -0.400 -0.063  N6 1.416, C11 1.392, C15 1.399
20 C 4.846 -1.059 0.378  C10 1.387, C23 1.385, H53 1.079
21 C -3.397 -0.032 0.611  C18 1.538, C27 1.525, H46 1.089, H52 1.090
22 C -4.881 0.774 -1.073  C14 1.535, C27 1.527, H36 1.091, H51 1.089
23 C 3.784 -0.792 -0.470  C8 1.381, C20 1.385, H30 1.078
24 C -0.745 2.104 0.811  O3 1.213, N5 1.342, C16 1.531
25 C 5.285 1.300 0.580  C7 1.386, C10 1.387, H42 1.079
26 C 1.499 0.012 2.232  C15 1.499, H28 1.089, H37 1.090, H47 1.088
27 C -3.981 -0.415 -0.745  C21 1.525, C22 1.527, H32 1.091, H45 1.089
28 H 2.398 0.434 1.787  C26 1.089
29 H -0.408 -0.903 -1.939  C11 1.079
30 H 3.182 -1.577 -0.900  C23 1.078
31 H -2.465 -3.298 -1.344  C12 1.090
32 H -3.183 -0.506 -1.484  C27 1.091
33 H -3.573 2.487 -1.373  C14 1.090
34 H -0.721 -3.882 1.098  C17 1.080
35 H 3.956 2.581 -0.544  C7 1.079
36 H -5.824 0.674 -0.533  C22 1.091
37 H 0.879 0.824 2.611  C26 1.090
38 H 0.672 2.890 -0.614  C16 1.094
39 H 6.415 -0.224 1.567  C10 1.080
40 H 0.486 -2.410 2.632  C9 1.081
41 H -4.779 2.734 -0.118  C14 1.088
42 H 5.871 2.109 0.989  C25 1.079
43 H -3.164 1.985 1.435  C18 1.092
44 H 1.393 2.280 0.886  C16 1.096
45 H -4.530 -1.355 -0.714  C27 1.089
46 H -2.503 -0.598 0.869  C21 1.089
47 H 1.795 -0.605 3.078  C26 1.088
48 H -1.124 -4.440 -1.336  C12 1.088
49 H -1.500 1.327 -0.898  N5 1.009
50 H -1.164 -3.130 -2.526  C12 1.087
51 H -5.106 0.847 -2.135  C22 1.089
52 H -4.143 -0.184 1.392  C21 1.090
53 H 5.090 -2.079 0.632  C20 1.079

- SMILES string = Cc1ccc(C)c(N(CC(=O)NC2CCCC2)S(=O)(=O)c2ccccc2)c1
- gap between HOMO and LUMO (eV) = 9.556
- highest occupied orbital energy (Ha) = -0.327
- energy above the lowest of the compared OMol25 structures with the same formula, charge and spin (eV) = 1.390
- total charge = 0

Results of the Mulliken charge analysis, in e, for atoms 1 through 5: number 1, S, carries 1.390; number 2, O, carries -0.679; number 3, O, carries -0.702; number 4, O, carries -0.731; number 5, N, carries -0.162

Formula: C21H26N2O5
Source: the Open Molecules 2025 dataset
Level of theory: wB97M-V/def2-TZVPD

Each atom is followed by the atoms it is bonded to, with distances in Å.
Positions of all 54 atoms, in Å:
1 O 2.920 -1.507 1.458  C16 1.348, C19 1.342
2 O -2.335 1.267 1.510  C15 1.333, H46 0.978
3 O -0.816 2.016 -0.701  C24 1.220
4 O -2.215 -1.616 4.878  C13 1.357, C22 1.336
5 O -0.467 -2.452 2.902  C26 1.220
6 N 0.536 0.473 -3.952  C18 1.454, C20 1.453, C21 1.450
7 N 0.618 0.290 -0.118  C24 1.341, C25 1.453, C27 1.442
8 C 0.168 -0.578 -6.228  C21 1.535, H33 1.087, H36 1.087, H50 1.088
9 C 1.598 -0.759 -2.129  C20 1.534, C27 1.529, H43 1.090, H54 1.091
10 C 2.304 0.198 2.746  C11 1.416, C16 1.364, H37 1.071
11 C 3.612 -0.196 3.114  C10 1.416, C19 1.360, H44 1.070
12 C -2.721 0.441 5.542  C22 1.372, C28 1.405, H53 1.071
13 C -1.691 -0.755 3.971  O4 1.357, C26 1.458, C28 1.378
14 C -0.287 2.675 -4.720  C18 1.525, H35 1.087, H38 1.087, H42 1.087
15 C -1.201 0.634 1.211  O2 1.333, C17 1.347, C24 1.492
16 C 1.928 -0.636 1.734  O1 1.348, C10 1.364, C25 1.496
17 C -0.555 -0.406 1.773  C15 1.347, C25 1.513, C26 1.471
18 C -0.611 1.364 -4.011  N6 1.454, C14 1.525, H31 1.104, H52 1.092
19 C 3.931 -1.236 2.298  O1 1.342, C11 1.360, H32 1.072
20 C 0.375 -0.653 -3.049  N6 1.453, C9 1.534, H45 1.093, H48 1.098
21 C 1.113 0.106 -5.231  N6 1.450, C8 1.535, H34 1.093, H41 1.093
22 C -2.840 -0.899 5.815  O4 1.336, C12 1.372, C23 1.485
23 C -3.524 -1.613 6.922  C22 1.485, H29 1.089, H39 1.089, H40 1.086
24 C -0.453 1.088 0.003  O3 1.220, N7 1.341, C15 1.492
25 C 0.667 -0.711 0.934  N7 1.453, C16 1.496, C17 1.513, H30 1.098
26 C -0.881 -1.305 2.890  O5 1.220, C13 1.458, C17 1.471
27 C 1.636 0.402 -1.134  N7 1.442, C9 1.529, H47 1.095, H49 1.092
28 C -1.978 0.537 4.354  C12 1.405, C13 1.378, H51 1.069
29 H -4.333 -2.229 6.531  C23 1.089
30 H 0.599 -1.722 0.513  C25 1.098
31 H -1.486 0.893 -4.492  C18 1.104
32 H 4.810 -1.844 2.220  C19 1.072
33 H 0.729 -0.894 -7.104  C8 1.087
34 H 1.954 -0.561 -5.023  C21 1.093
35 H -0.172 2.539 -5.792  C14 1.087
36 H -0.615 0.102 -6.550  C8 1.087
37 H 1.718 0.985 3.176  C10 1.071
38 H -1.095 3.383 -4.551  C14 1.087
39 H -2.824 -2.272 7.434  C23 1.089
40 H -3.931 -0.898 7.631  C23 1.086
41 H 1.521 1.010 -5.689  C21 1.093
42 H 0.631 3.095 -4.317  C14 1.087
43 H 2.503 -0.718 -2.735  C9 1.090
44 H 4.223 0.235 3.880  C11 1.070
45 H -0.518 -0.510 -2.435  C20 1.093
46 H -2.466 1.937 0.809  O2 0.978
47 H 2.614 0.448 -0.643  C27 1.095
48 H 0.249 -1.600 -3.591  C20 1.098
49 H 1.454 1.335 -1.671  C27 1.092
50 H -0.298 -1.455 -5.784  C8 1.088
51 H -1.688 1.435 3.852  C28 1.069
52 H -0.881 1.600 -2.979  C18 1.092
53 H -3.116 1.249 6.123  C12 1.071
54 H 1.588 -1.710 -1.595  C9 1.091

- SMILES string = CCN(CC)CCCN1C(=O)C(O)=C(C(=O)c2ccc(C)o2)[C@@H]1c1ccco1
- gap between HOMO and LUMO (eV) = 8.042
- highest occupied orbital energy (Ha) = -0.300
- energy above the lowest of the compared OMol25 structures with the same formula, charge and spin (eV) = 3.362
- total charge = 0

Results of the Mulliken charge analysis, in e, for atoms 1 through 5: number 1, O, carries -0.358; number 2, O, carries -0.646; number 3, O, carries -0.761; number 4, O, carries -0.423; number 5, O, carries -0.652

Formula: C21H26N2O5S
Source: the Open Molecules 2025 dataset
Level of theory: wB97M-V/def2-TZVPD

Each atom is followed by the atoms it is bonded to, with distances in Å.
Positions of all 55 atoms, in Å:
1 S -4.085 0.647 1.715  O2 1.456, C13 1.900, C24 1.871
2 O -4.873 1.597 0.943  S1 1.456
3 O 4.623 -3.327 -2.583  C10 1.352, C28 1.427
4 O -0.002 0.756 -3.645  C12 1.223
5 O 3.373 -4.437 -1.055  C10 1.209
6 O -1.861 -0.583 -0.897  C16 1.353, C17 1.360
7 N 2.412 -2.957 -2.471  C9 1.446, C10 1.355, C21 1.445
8 N 0.842 -0.653 -2.107  C12 1.360, C27 1.450, C29 1.444
9 C 2.513 -1.869 -3.417  N7 1.446, C27 1.533, H37 1.096, H43 1.088
10 C 3.467 -3.631 -1.951  O3 1.352, O5 1.209, N7 1.355
11 C -2.657 0.544 -2.650  C17 1.374, C22 1.408, H44 1.070
12 C -0.184 0.038 -2.672  O4 1.223, N8 1.360, C17 1.470
13 C -3.788 -0.829 0.556  S1 1.900, C16 1.466, H42 1.087, H47 1.088
14 C -1.815 3.250 4.847  C19 1.388, C25 1.383, H30 1.081
15 C 6.358 -3.352 -0.866  C28 1.522, H34 1.086, H35 1.088, H46 1.087
16 C -3.186 -0.387 -0.705  O6 1.353, C13 1.466, C22 1.369
17 C -1.535 -0.021 -2.092  O6 1.360, C11 1.374, C12 1.470
18 C -2.236 2.414 2.629  C23 1.390, C24 1.488, C25 1.389
19 C -2.168 4.535 4.457  C14 1.388, C20 1.498, C26 1.391
20 C -2.147 5.675 5.429  C19 1.498, H38 1.090, H39 1.088, H51 1.087
21 C 1.119 -3.058 -1.834  N7 1.445, C29 1.536, H40 1.096, H49 1.091
22 C -3.720 0.306 -1.758  C11 1.408, C16 1.369, H33 1.070
23 C -2.596 3.698 2.236  C18 1.390, C26 1.381, H52 1.080
24 C -2.326 1.282 1.667  S1 1.871, C18 1.488, H48 1.088, H55 1.088
25 C -1.854 2.201 3.948  C14 1.383, C18 1.389, H32 1.081
26 C -2.561 4.742 3.139  C19 1.391, C23 1.381, H41 1.080
27 C 2.152 -0.552 -2.721  N8 1.450, C9 1.533, H31 1.095, H45 1.091
28 C 5.783 -4.011 -2.112  O3 1.427, C15 1.522, H50 1.092, H53 1.095
29 C 0.768 -1.729 -1.147  N8 1.444, C21 1.536, H36 1.085, H54 1.097
30 H -1.509 3.067 5.867  C14 1.081
31 H 2.888 -0.332 -1.941  C27 1.095
32 H -1.577 1.207 4.271  C25 1.081
33 H -4.739 0.614 -1.860  C22 1.070
34 H 7.277 -3.855 -0.580  C15 1.086
35 H 6.571 -2.303 -1.058  C15 1.088
36 H -0.222 -1.793 -0.708  C29 1.085
37 H 1.808 -2.051 -4.235  C9 1.096
38 H -3.166 5.950 5.703  C20 1.090
39 H -1.674 6.549 4.986  C20 1.088
40 H 0.366 -3.288 -2.597  C21 1.096
41 H -2.843 5.735 2.819  C26 1.080
42 H -3.153 -1.526 1.095  C13 1.087
43 H 3.525 -1.828 -3.816  C9 1.088
44 H -2.689 1.062 -3.585  C11 1.070
45 H 2.122 0.265 -3.443  C27 1.091
46 H 5.646 -3.428 -0.049  C15 1.087
47 H -4.780 -1.248 0.402  C13 1.088
48 H -1.682 0.451 1.947  C24 1.088
49 H 1.162 -3.868 -1.105  C21 1.091
50 H 6.489 -3.965 -2.944  C28 1.092
51 H -1.611 5.405 6.335  C20 1.087
52 H -2.911 3.874 1.218  C23 1.080
53 H 5.522 -5.053 -1.901  C28 1.095
54 H 1.497 -1.535 -0.352  C29 1.097
55 H -2.135 1.603 0.646  C24 1.088

- gap between HOMO and LUMO (eV) = 9.025
- highest occupied orbital energy (Ha) = -0.315
- energy above the lowest of the compared OMol25 structures with the same formula, charge and spin (eV) = 2.637
- total charge = 0

Results of the Mulliken charge analysis, in e, for atoms 1 through 5: number 1, S, carries 0.439; number 2, O, carries -0.561; number 3, O, carries -0.407; number 4, O, carries -0.717; number 5, O, carries -0.652